## P
Molecular formula: C6H10FN
Method: DFT, wB97M-V/def2-TZVPD

Structure (XYZ):
```
18
Properties=species:S:1:pos:R:3:nbo_charge:R:1
C -0.291 1.307 -1.746 0.157
H 0.320 -2.396 -0.792 0.200
F -1.676 1.061 -2.354 -0.403
H 1.935 -0.125 0.293 0.217
C -0.977 -0.705 -0.845 -0.490
C -0.368 -1.753 -0.145 -0.226
H 1.918 0.844 2.276 0.219
H 0.091 2.388 -1.832 0.201
N 0.257 -1.056 1.145 -0.600
H -1.050 -2.360 0.335 0.195
C 0.942 -0.001 0.566 -0.100
H 0.199 1.457 1.933 0.203
H 1.389 2.030 0.941 0.218
H -1.127 -0.879 -1.927 0.254
H -1.989 -0.438 -0.362 0.213
C 0.026 0.396 -0.685 -0.035
H -0.750 -0.897 1.735 0.366
C 1.150 1.128 1.463 -0.591
```

Properties
* highest occupied orbital energy: -9.23 eV
* SMILES string: C[C@H]1NCC/C1=C\F
* orbital gap: 0.3751 Eh

## Q
Molecular formula: C6H10FN
Method: DFT, wB97M-V/def2-TZVPD

Structure (XYZ):
```
18
Properties=species:S:1:pos:R:3:nbo_charge:R:1
H -3.504 1.337 -1.230 0.201
F 2.664 1.203 0.220 -0.334
H -2.935 -0.871 -0.970 0.357
H -1.711 -0.124 1.684 0.199
H -1.931 -1.816 1.014 0.207
C 2.038 0.035 -0.009 0.377
C -1.706 -0.725 0.732 -0.264
C 0.687 0.048 0.574 -0.280
C -0.337 -0.718 0.112 -0.152
H 2.142 -1.876 -0.932 0.215
C 2.635 -0.928 -0.682 -0.492
H -0.226 -1.372 -0.795 0.201
H 3.634 -0.779 -1.108 0.220
N -2.801 -0.280 -0.156 -0.622
H -2.668 1.821 0.255 0.194
H -1.733 1.240 -1.158 0.172
C -2.654 1.106 -0.581 -0.420
H 0.588 0.666 1.480 0.221
```

Properties
* highest occupied orbital energy: -8.93 eV
* SMILES string: C=C(F)/C=C/CNC
* orbital gap: 0.3583 Eh

Which of them is most stable, and which least? Most stable: Q; least stable: P.

## P
Molecular formula: C3H3NO3
Method: DFT, wB97M-V/def2-TZVPD

Structure (XYZ):
```
10
Properties=species:S:1:pos:R:3:nbo_charge:R:1
H -1.296 -0.807 1.073 0.162
C -0.852 -0.971 0.044 0.178
C 0.293 1.165 0.200 -0.062
H 1.111 2.082 0.442 0.249
O 0.616 -1.215 0.111 -0.495
C 1.136 0.042 -0.183 0.684
N -0.968 1.365 -0.079 -0.030
H -1.095 -1.858 -0.566 0.211
O -1.234 0.023 -0.648 -0.398
O 2.289 0.173 -0.394 -0.498
```

Properties
* highest occupied orbital energy: -11.12 eV
* SMILES string: O=C1C=NOCO1
* orbital gap: 0.3795 Eh

## Q
Molecular formula: C3H3NO3
Method: DFT, wB97M-V/def2-TZVPD

Structure (XYZ):
```
10
Properties=species:S:1:pos:R:3:nbo_charge:R:1
C -2.118 0.094 0.157 0.552
H 3.087 -0.552 -0.443 0.131
C 0.123 0.486 0.287 0.355
O 2.307 -0.482 1.439 -0.496
H -2.185 0.569 1.145 0.151
N -0.937 0.468 -0.529 -0.663
C 2.284 -0.309 0.264 0.653
H -0.883 0.199 -1.515 0.402
O -2.892 -0.701 -0.300 -0.525
O 1.208 0.165 -0.467 -0.559
```

Properties
* highest occupied orbital energy: -9.92 eV
* orbital gap: 0.3776 Eh

## R
Molecular formula: C3H3NO3
Method: DFT, wB97M-V/def2-TZVPD

Structure (XYZ):
```
10
Properties=species:S:1:pos:R:3:nbo_charge:R:1
C -1.775 -0.592 0.143 0.358
C 1.791 0.196 0.029 0.616
C -0.315 -0.200 0.126 0.513
H -2.473 0.200 -0.191 0.125
N 0.164 0.916 -0.319 -0.680
O 0.612 -0.975 0.540 -0.522
H 2.040 -0.214 -0.954 0.154
H -0.383 1.669 -0.719 0.402
O -2.142 -1.682 0.491 -0.424
O 2.481 0.681 0.855 -0.542
```

Properties
* highest occupied orbital energy: -10.39 eV
* orbital gap: 0.3549 Eh

Which of them is most stable, and which least? Most stable: Q; least stable: P.

## P
Molecular formula: C3H3NO3
Method: DFT, wB97M-V/def2-TZVPD

Structure (XYZ):
```
10
Properties=species:S:1:pos:R:3:nbo_charge:R:1
O -1.509 1.483 -0.105 -0.548
H 1.332 2.003 0.014 0.258
C 0.922 0.956 0.044 -0.433
N -0.662 -0.601 0.388 0.076
H -2.210 -1.710 0.281 0.482
C 1.422 -0.280 -0.128 0.179
C -0.525 0.750 0.035 0.575
O 0.466 -1.192 -0.099 -0.323
O -1.852 -0.951 -0.221 -0.508
H 2.616 -0.458 -0.209 0.241
```

Properties
* highest occupied orbital energy: -9.57 eV
* SMILES string: O=c1ccon1O
* orbital gap: 0.3695 Eh

## Q
Molecular formula: C3H3NO3
Method: DFT, wB97M-V/def2-TZVPD

Structure (XYZ):
```
10
Properties=species:S:1:pos:R:3:nbo_charge:R:1
C -2.248 -0.814 -0.626 0.288
H -2.962 -0.473 -1.355 0.111
H -2.204 -1.990 -0.549 0.090
H 2.133 0.993 1.857 0.253
O -1.742 -0.093 0.183 -0.490
O 1.950 -1.191 -0.537 -0.376
O 0.328 1.657 -0.574 -0.306
C 1.773 0.671 0.922 -0.457
N 1.100 1.715 0.342 0.136
C 1.872 -0.474 0.337 0.751
```

Properties
* highest occupied orbital energy: -8.76 eV
* SMILES string: O=C=CN=O.C=O
* orbital gap: 0.3191 Eh

Which of them is most stable, and which least? Most stable: P; least stable: Q.